# 1
An isolated molecule of C17H27NO2, computed with ωB97M-V/def2-TZVPD.

Properties
Total energy   -869.2389 hartree
HOMO-LUMO gap   8.77 eV
F_max   0.013 hartree/bohr
SMILES   CCCCCCCCC(=O)Nc1cc(C)ccc1OC
Charge   0
HOMO level   -8.05 eV
Energy above the lowest of the compared OMol25 structures with the same formula, charge and spin   0.4 kcal per mole

Element x y z (Å)
C  -1.297  -3.131  -0.654
C  -0.339  -2.696  0.448
C  1.028  -2.313  -0.114
C  1.984  -1.844  0.982
C  3.408  -1.594  0.481
C  3.532  -0.424  -0.497
C  3.382  0.942  0.183
C  2.751  1.976  -0.755
C  1.359  1.541  -1.191
O  1.082  1.265  -2.339
N  0.485  1.485  -0.152
C  -0.824  1.000  -0.121
C  -1.547  0.669  -1.254
C  -2.844  0.180  -1.156
C  -3.622  -0.175  -2.387
C  -3.409  0.034  0.101
C  -2.701  0.362  1.247
C  -1.407  0.842  1.150
O  -0.605  1.182  2.219
C  -1.126  1.023  3.515
H  -1.425  -2.328  -1.376
H  -2.271  -3.378  -0.239
H  -0.910  -4.005  -1.173
H  -0.222  -3.507  1.172
H  -0.766  -1.838  0.973
H  0.888  -1.524  -0.853
H  1.462  -3.176  -0.625
H  2.026  -2.611  1.760
H  1.579  -0.940  1.443
H  3.763  -2.502  -0.013
H  4.062  -1.410  1.338
H  4.505  -0.474  -0.990
H  2.776  -0.529  -1.274
H  4.359  1.305  0.510
H  2.765  0.838  1.078
H  2.685  2.947  -0.256
H  3.362  2.086  -1.652
H  0.833  1.728  0.766
H  -1.081  0.790  -2.218
H  -4.055  -1.170  -2.292
H  -4.439  0.531  -2.534
H  -2.985  -0.151  -3.267
H  -4.416  -0.344  0.196
H  -3.170  0.230  2.209
H  -1.381  -0.022  3.719
H  -2.009  1.651  3.673
H  -0.334  1.339  4.193

These are the Mulliken partial charges, in e, on atoms 1 to 6: -1.41 0.13 -0.53 -0.02 -1.18 -0.44



# 2
A structure of composition C17H27NO3 at a distorted geometry, computed with ωB97M-V/def2-TZVPD.

Properties
Total energy   -943.7092 hartree
HOMO-LUMO gap   8.38 eV
F_max   0.384 hartree/bohr
Charge   0
HOMO level   -7.76 eV
Energy above the lowest of the compared OMol25 structures with the same formula, charge and spin   487.1 kcal per mole

Element x y z (Å)
C  -9.275  -0.394  -0.640
C  -7.803  0.170  -0.385
C  -7.200  -0.403  0.826
C  -5.978  0.089  1.275
C  -4.862  -0.304  0.172
C  -3.618  0.331  0.906
C  -2.506  0.056  0.041
H  -2.670  0.682  -1.202
H  -2.363  -0.864  -0.404
C  -1.055  0.703  0.391
C  -0.048  0.716  -0.597
O  0.281  1.463  -1.499
N  0.520  -0.926  -0.725
H  0.264  -1.281  0.173
C  1.577  -1.178  -1.606
C  2.845  -1.084  -0.650
C  3.621  -2.326  -0.245
C  4.748  -2.076  0.462
C  5.425  -0.658  0.532
C  4.611  0.417  0.235
C  3.402  0.214  -0.654
H  2.788  1.166  -0.784
O  5.254  1.683  0.443
C  4.581  2.796  0.098
H  4.561  2.921  -1.409
H  3.732  2.897  0.350
H  5.300  3.377  0.242
O  6.533  -0.466  1.232
H  6.624  0.279  1.416
H  5.356  -2.919  0.825
H  3.189  -3.040  -0.508
H  1.372  -2.215  -1.929
H  1.593  -0.455  -2.323
H  -0.860  0.153  1.330
H  -1.228  1.758  0.557
H  -3.623  1.693  1.078
H  -3.302  -0.054  1.637
H  -5.108  0.370  -0.366
H  -4.809  -1.157  0.163
H  -6.280  1.326  1.534
H  -5.682  -0.380  2.433
H  -7.352  -1.485  0.888
H  -8.174  -0.455  1.704
H  -7.339  -0.097  -1.208
H  -8.154  1.313  -0.268
H  -9.579  0.028  -1.618
H  -9.937  -0.359  0.144
H  -9.120  -1.608  -0.887

These are the Mulliken partial charges, in e, on atoms 1 to 6: -1.39 -0.14 -0.85 -0.23 -1.99 -0.84



# 3
A cluster of 4 separate species, C17H28BF9NO10S in total at a distorted geometry, computed with ωB97M-V/def2-TZVPD.

Properties
Total energy   -2793.5077 hartree
HOMO-LUMO gap   4.43 eV
F_max   0.141 hartree/bohr
Charge   -1
HOMO level   -2.44 eV

Element x y z (Å)
N  0.048  4.382  -0.630
B  -0.619  4.125  -1.969
O  -1.374  5.263  -2.569
C  -0.600  2.657  -2.776
C  0.298  1.545  -1.969
C  -0.564  0.397  -1.178
C  -1.913  0.937  -0.419
C  -3.203  0.400  -1.309
S  -4.597  1.640  -1.470
O  -5.938  0.839  -1.698
O  -4.808  2.540  -0.228
O  -4.456  2.650  -2.878
H  0.044  3.520  -0.012
H  -0.582  5.074  -0.123
H  -2.102  4.870  -3.135
H  -1.748  2.356  -2.816
H  0.930  0.968  -2.802
H  1.125  2.061  -1.279
H  -0.837  -0.537  -1.869
H  0.158  -0.035  -0.332
H  -1.955  0.395  0.644
H  -1.934  2.084  -0.192
H  -2.849  0.151  -2.421
H  -3.574  -0.614  -0.825
H  -3.955  2.129  -3.599
C  -6.832  1.631  2.348
C  -6.327  2.703  3.296
O  -6.088  2.150  4.599
C  -4.886  1.513  4.773
O  -4.040  1.395  3.892
C  -4.743  1.021  6.213
F  -5.874  0.419  6.681
F  -4.469  2.040  7.078
F  -3.740  0.111  6.369
H  -7.715  1.135  2.762
H  -7.090  2.064  1.377
H  -6.076  0.856  2.191
H  -7.093  3.477  3.415
H  -5.429  3.197  2.908
C  2.024  -5.236  1.369
C  0.821  -4.546  0.751
O  1.242  -3.489  -0.124
C  1.605  -3.865  -1.392
O  1.591  -5.025  -1.793
C  1.978  -2.641  -2.229
F  2.776  -1.764  -1.554
F  0.880  -1.932  -2.619
F  2.650  -2.960  -3.371
H  2.670  -4.507  1.870
H  1.707  -5.988  2.097
H  2.632  -5.728  0.605
H  0.219  -4.084  1.541
H  0.173  -5.257  0.226
C  6.229  -1.240  -2.890
C  6.733  -0.169  -1.941
O  6.972  -0.721  -0.639
C  8.174  -1.359  -0.465
O  9.020  -1.476  -1.346
C  8.318  -1.851  0.975
F  7.186  -2.452  1.444
F  8.591  -0.832  1.841
F  9.321  -2.761  1.131
H  5.345  -1.736  -2.476
H  5.970  -0.808  -3.861
H  6.985  -2.016  -3.047
H  5.967  0.605  -1.823
H  7.632  0.325  -2.329

These are the Mulliken partial charges, in e, on atoms 1 to 6: -0.75 0.76 -0.65 -1.12 -0.12 -0.17



# 4
A structure of composition C17H28ClHfN6O6 at a distorted geometry, computed with ωB97M-V/def2-TZVPD.

Properties
Total energy   -1952.7781 hartree
HOMO-LUMO gap   9.25 eV
F_max   0.020 hartree/bohr
Charge   +1
HOMO level   -11.72 eV
Energy above the lowest of the compared OMol25 structures with the same formula, charge and spin   6.5 kcal per mole

Element x y z (Å)
Hf  0.421  -0.551  -0.060
O  3.100  1.596  -2.248
C  2.789  0.926  -1.309
O  1.829  -0.012  -1.346
C  3.478  0.977  0.051
C  3.653  -0.478  0.538
C  4.726  -0.577  1.608
C  4.050  0.166  2.781
C  2.651  0.439  2.234
O  2.416  -0.672  1.305
C  2.628  1.594  1.225
C  1.177  1.833  0.797
O  0.880  2.589  -0.104
O  0.291  1.015  1.354
H  4.422  1.503  -0.060
H  3.701  -1.224  -0.249
H  5.659  -0.121  1.281
H  4.919  -1.620  1.852
H  4.553  1.095  3.046
H  4.000  -0.456  3.672
H  1.859  0.462  2.971
H  3.065  2.527  1.574
Cl  0.858  -3.466  1.179
C  0.701  -2.769  -0.483
H  -0.128  -3.301  -0.951
H  1.613  -3.046  -1.014
C  -1.991  -0.475  4.484
N  -1.552  -0.422  3.100
C  -1.703  -1.401  2.216
N  -2.299  -2.542  2.570
O  -1.317  -1.256  1.010
H  -1.655  0.428  4.983
H  -1.553  -1.330  5.003
H  -3.078  -0.520  4.557
H  -1.119  0.418  2.740
H  -2.567  -2.727  3.520
H  -2.236  -3.315  1.930
C  -2.142  1.120  -0.900
N  -3.147  1.559  -1.834
C  -2.497  2.272  -2.938
N  -1.551  1.403  -3.638
C  -0.529  0.970  -2.719
N  -1.135  0.199  -1.553
C  -1.900  -0.960  -2.144
N  -2.914  -0.512  -3.067
C  -3.840  0.385  -2.370
C  -2.269  0.238  -4.152
H  -2.614  0.572  -0.083
H  -1.595  1.975  -0.502
H  -1.967  3.140  -2.543
H  -3.260  2.613  -3.638
H  0.005  1.829  -2.313
H  0.184  0.321  -3.225
H  -2.355  -1.517  -1.323
H  -1.187  -1.601  -2.668
H  -4.319  -0.157  -1.552
H  -4.609  0.712  -3.070
H  -3.033  0.568  -4.855
H  -1.570  -0.416  -4.675

These are the Mulliken partial charges, in e, on atoms 1 to 6: 1.96 -0.61 -0.06 -0.61 -0.01 -0.19



# 5
A cluster of 4 separate species, C17H28F3N3O10P in total at a distorted geometry, computed with ωB97M-V/def2-TZVPD.

Properties
Total energy   -2222.0797 hartree
HOMO-LUMO gap   7.70 eV
F_max   0.022 hartree/bohr
Charge   +1
HOMO level   -12.04 eV

Element x y z (Å)
C  4.342  -4.622  -1.618
C  5.002  -3.407  -2.185
O  6.100  -3.015  -1.916
O  4.216  -2.677  -3.102
C  4.090  -1.322  -2.728
N  2.796  -0.833  -3.197
C  1.651  -1.127  -2.633
N  0.460  -0.587  -3.062
P  0.007  1.165  -2.752
O  -1.083  0.992  -1.602
O  1.325  1.641  -1.932
N  1.752  -2.053  -1.594
C  0.722  -2.152  -0.598
F  1.174  -3.007  0.290
F  -0.454  -2.572  -1.027
F  0.569  -0.942  -0.037
H  4.251  -4.509  -0.535
H  4.962  -5.495  -1.822
H  3.358  -4.799  -2.053
H  4.867  -0.696  -3.169
H  4.136  -1.211  -1.642
H  2.794  -0.235  -4.013
H  0.329  -0.776  -4.052
H  -0.752  0.935  -0.697
H  1.455  1.227  -1.067
H  1.989  -2.973  -1.963
O  -6.579  2.321  1.337
C  -6.140  1.685  0.427
O  -5.068  2.109  -0.290
C  -4.803  1.212  -1.383
C  -5.444  -0.110  -0.972
C  -6.631  0.362  -0.130
H  -5.257  1.629  -2.284
H  -3.727  1.156  -1.525
H  -5.717  -0.732  -1.822
H  -4.753  -0.677  -0.346
H  -7.517  0.557  -0.736
H  -6.891  -0.313  0.679
O  4.103  -3.943  1.919
C  3.874  -3.250  2.870
O  4.839  -2.589  3.537
C  4.285  -1.903  4.679
C  2.807  -1.718  4.347
C  2.527  -2.964  3.507
H  4.440  -2.523  5.563
H  4.822  -0.968  4.806
H  2.175  -1.619  5.226
H  2.680  -0.821  3.738
H  2.240  -3.818  4.122
H  1.783  -2.806  2.733
O  -1.746  3.632  -0.974
C  -2.099  4.355  -0.081
O  -1.202  4.889  0.776
C  -1.877  5.627  1.816
C  -3.236  5.978  1.227
C  -3.498  4.786  0.304
H  -1.958  4.983  2.694
H  -1.273  6.493  2.069
H  -4.001  6.130  1.985
H  -3.156  6.893  0.639
H  -3.982  3.961  0.823
H  -4.078  5.044  -0.577

These are the Mulliken partial charges, in e, on atoms 1 to 6: -0.88 0.76 -0.48 -0.38 -0.60 -0.03



# 6
A structure of composition C17H28F4GaN2O5, computed with ωB97M-V/def2-TZVPD.

Properties
Total energy   -3474.5991 hartree
HOMO-LUMO gap   7.63 eV
F_max   0.013 hartree/bohr
Charge   -1
HOMO level   -5.21 eV
Energy above the lowest of the compared OMol25 structures with the same formula, charge and spin   0.0 kcal per mole

Element x y z (Å)
N  0.131  -1.999  1.488
C  -0.468  -2.662  0.317
C  -0.826  -1.692  -0.808
Ga  -2.436  -0.535  -0.415
N  -2.990  -0.541  1.426
O  -3.829  -1.307  -1.481
C  -4.787  -0.588  -2.023
O  -4.769  -0.153  -3.156
C  -5.968  -0.264  -1.128
C  -6.060  -0.719  0.186
C  -7.177  -0.404  0.957
C  -8.203  0.369  0.423
C  -8.115  0.830  -0.890
C  -7.001  0.515  -1.658
C  -2.207  1.470  -0.880
F  -3.328  2.215  -0.470
F  -2.097  1.702  -2.238
C  -1.032  2.202  -0.187
F  -0.219  1.300  0.473
F  -0.220  2.860  -1.068
H  -0.102  -1.015  1.464
H  1.136  -2.080  1.438
H  0.243  -3.415  -0.041
H  -1.358  -3.218  0.639
H  -1.057  -2.263  -1.714
H  0.054  -1.084  -1.038
H  -2.321  -0.014  1.977
H  -2.971  -1.480  1.810
H  -5.250  -1.294  0.606
H  -7.226  -0.755  1.981
H  -9.067  0.615  1.030
H  -8.910  1.434  -1.310
H  -6.905  0.864  -2.676
H  -1.408  2.917  0.547
C  3.840  3.448  0.619
O  4.429  2.181  0.791
C  3.554  1.285  1.456
C  4.063  -0.135  1.374
O  3.786  -0.772  0.139
C  4.607  -0.419  -0.958
C  5.943  -1.126  -0.972
O  6.861  -0.506  -0.088
C  8.008  -1.292  0.114
H  3.577  3.901  1.584
H  4.569  4.083  0.119
H  2.934  3.387  0.006
H  2.555  1.327  1.005
H  3.468  1.575  2.513
H  3.513  -0.716  2.118
H  5.129  -0.187  1.612
H  4.748  0.662  -1.021
H  4.055  -0.748  -1.840
H  6.349  -1.104  -1.994
H  5.794  -2.174  -0.684
H  7.757  -2.255  0.574
H  8.669  -0.742  0.781
H  8.536  -1.484  -0.829

These are the Mulliken partial charges, in e, on atoms 1 to 6: -0.69 -0.71 -0.64 -0.31 -0.56 -0.49